Density functional theory data (wB97M-V/def2-TZVPD) for a molecular structure, C8H16Br2FN3O2S2V.

Structure (XYZ):
```
35
Properties=species:S:1:pos:R:3:forces:R:3
V 0.1730 0.1956 -0.0352 -0.1531 -0.5760 -0.3005
C -2.1757 -0.1548 -2.0816 0.1976 -0.0162 -0.0656
C -2.8050 0.3485 -0.8071 0.1854 0.1383 0.1280
N -1.7929 1.1337 -0.0386 -0.1548 0.1046 -0.0835
C -1.6796 2.5937 -0.3883 0.0332 -0.1956 0.0566
C -0.8463 2.8723 -1.6305 -0.0346 -0.0371 0.0692
S 0.7104 1.9073 -1.6650 0.0340 0.0287 0.1526
C 0.5507 0.9236 -3.1986 0.0017 -0.0809 -0.0035
C 0.1005 -0.5238 -2.9797 -0.0585 0.1028 0.1408
N -0.7919 -0.6334 -1.7881 -0.0587 -0.0569 0.0124
H -2.1077 0.6312 -2.8314 0.0068 0.0152 0.0227
H -2.7650 -0.9619 -2.5157 -0.0231 0.0137 -0.0384
H -3.1136 -0.4859 -0.1769 0.0073 -0.0136 0.0179
H -3.6885 0.9549 -1.0081 -0.0304 -0.0030 -0.0127
H -2.1059 1.1244 0.9312 0.0119 0.0093 -0.0003
H -1.2245 3.0836 0.4719 0.0062 -0.0145 -0.0353
H -2.6791 3.0109 -0.5189 -0.0237 0.0307 -0.0157
H -0.5532 3.9214 -1.6364 -0.0159 0.0026 0.0143
H -1.3773 2.6667 -2.5571 -0.0012 -0.0061 0.0030
H 1.5365 0.9419 -3.6593 -0.0020 -0.0077 -0.0321
H -0.1171 1.4927 -3.8435 -0.0022 -0.0184 -0.0152
H 0.9573 -1.1662 -2.8118 0.0188 0.0016 0.0211
H -0.4265 -0.8862 -3.8633 -0.0053 0.0130 -0.0367
H -0.8469 -1.6246 -1.5494 0.0156 -0.0089 -0.0292
Br -0.8755 -1.9751 1.4091 0.0235 0.2550 -0.2709
C 0.5060 -3.2904 1.9565 0.0564 -0.1425 0.1226
Br 1.7072 -3.7912 0.5947 0.0560 0.0327 -0.1716
H -0.0892 -4.1454 2.2522 -0.0349 0.0394 0.0723
H 1.0300 -2.8313 2.7839 -0.0411 0.0386 0.0211
O 1.3475 0.5085 1.6958 -0.6855 0.2386 -0.2845
O 0.0842 1.1478 1.4693 0.4584 -0.1648 0.6458
S 2.6646 1.6260 1.9102 0.0425 0.1147 0.0804
C 1.8738 2.9703 1.2988 -0.0078 0.3901 -0.2005
N 1.2362 3.8247 0.8543 0.1743 -0.1599 0.0483
F 1.5202 -0.7135 -0.6680 0.0031 -0.0674 -0.0327
```
Positions in Å, forces in eV/Å.

As for the expectation value of S²: 0.762. As for the energy relative to the best compared isomer or geometry (same formula, charge and spin): 23.5 kJ/mol. The total charge is +2. Its multiplicity is 2. For the HOMO energy (alpha / beta), the calculation gives -16.4841 / -16.4962 eV. The frontier orbital gap (alpha / beta) comes out at 7.65 / 8.28 eV.